{
  "formula": "C15H22ClF3N4O2S",
  "method": "ωB97M-V/def2-TZVPD",
  "species": ["C", "C", "N", "C", "C", "O", "C", "C", "C", "S", "C", "N", "N", "C", "O", "C", "F", "F", "F", "C", "C", "C", "C", "Cl", "C", "N", "H", "H", "H", "H", "H", "H", "H", "H", "H", "H", "H", "H", "H", "H", "H", "H", "H", "H", "H", "H", "H", "H"],
  "xyz": [[0.4448, 3.8440, 1.2947], [0.4679, 3.8613, -0.3447], [0.0216, 5.0352, -0.9609], [1.0056, 2.6694, -1.3322], [0.5157, 1.1574, -0.9368], [0.8219, 0.5976, 0.3915], [-0.0174, -0.5035, 0.9710], [0.8119, -1.9526, 0.9764], [2.3013, -1.8586, 1.6492], [3.5421, -3.1156, 1.0303], [4.2239, -2.4054, -0.5641], [4.7206, -3.0594, -1.8382], [5.0392, -1.9614, -2.6336], [4.7692, -0.6400, -1.9308], [4.2527, -0.9260, -0.5828], [-0.2842, 0.1226, 2.4981], [-0.9543, -0.8927, 3.3488], [-1.1834, 1.3186, 2.4786], [0.9944, 0.6102, 3.1353], [-1.3329, -0.3981, -0.0576], [-2.0753, -1.7848, -0.5211], [-3.4879, -2.0499, 0.3346], [-4.5863, -2.9241, -0.5730], [-3.1431, -3.0976, 1.8537], [-1.0021, 0.6517, -1.3171], [-2.1508, 1.6564, -1.2843], [1.2473, 4.6416, 1.6568], [0.7657, 2.8200, 1.7663], [-0.6067, 4.2093, 1.6935], [-0.2891, 5.7056, -0.2067], [0.6755, 2.9552, -2.4268], [2.1950, 2.6954, -1.3165], [1.1758, 0.4883, -1.6735], [0.1345, -2.6833, 1.6337], [0.8049, -2.3867, -0.1185], [2.1913, -2.0359, 2.8244], [2.7329, -0.7622, 1.5448], [4.8951, 0.4721, -2.3068], [-2.2433, 0.1878, 0.4463], [-2.4409, -1.6399, -1.6479], [-1.4033, -2.7409, -0.5157], [-4.0263, -1.0581, 0.6453], [-5.2881, -2.1978, -1.1881], [-5.2478, -3.5448, 0.1829], [-4.0178, -3.6538, -1.3037], [-0.8588, -0.0126, -2.2716], [-2.1070, 2.3105, -2.0985], [-2.1510, 2.2207, -0.4011]],
  "e_homo_ev": -8.91,
  "charge": 0,
  "energy_ha": -2111.8337,
  "orbital_gap_ev": 8.70,
  "smiles": "[H]/N=C(\\C)C[C@H]1O[C@@](CCSc2nnco2)(C(F)(F)F)[C@H](C[C@@H](C)Cl)[C@H]1N"
}

{
  "formula": "C5H5NO",
  "method": "ωB97M-V/def2-TZVPD",
  "species": ["O", "C", "C", "C", "C", "C", "N", "H", "H", "H", "H", "H"],
  "xyz": [[2.3903, -0.8054, 1.0571], [1.4840, -0.1287, 0.6371], [0.3603, -0.7061, -0.1698], [-1.0360, -0.6346, 0.3893], [-0.6716, 0.2191, -0.7901], [-0.4540, 1.6369, -0.6015], [-0.1926, 2.7482, -0.4115], [1.4383, 0.9629, 0.8292], [0.6319, -1.5970, -0.7270], [-1.1873, -0.1573, 1.3531], [-1.6835, -1.4832, 0.1920], [-1.0797, -0.0549, -1.7579]],
  "e_homo_ev": -10.23,
  "de_lowest_kcal_mol": 32.2,
  "charge": 0,
  "energy_ha": -323.4684,
  "orbital_gap_ev": 10.83,
  "smiles": "N#C[C@@H]1C[C@@H]1C=O"
}

{
  "formula": "C29H23Cl5NO2PPb",
  "method": "ωB97M-V/def2-TZVPD",
  "species": ["Pb", "O", "C", "O", "C", "C", "C", "C", "C", "C", "P", "C", "C", "C", "C", "C", "C", "C", "C", "C", "C", "C", "C", "H", "H", "H", "H", "H", "H", "H", "H", "H", "H", "H", "H", "H", "H", "Cl", "C", "C", "C", "Cl", "C", "Cl", "C", "Cl", "C", "Cl", "C", "C", "C", "C", "N", "H", "H", "H", "H", "H", "H", "H", "H", "H"],
  "xyz": [[-1.6849, -1.2896, -0.2220], [-0.5384, -1.5093, 4.3543], [0.2281, -1.2438, 3.4751], [-0.0820, -1.3309, 2.1601], [1.6441, -0.8163, 3.6332], [2.3180, -0.7684, 4.8452], [3.6645, -0.4461, 4.8362], [4.3164, -0.1973, 3.6270], [3.6239, -0.2321, 2.4274], [2.2642, -0.5278, 2.4383], [1.1585, -0.6531, 0.9785], [1.8521, -2.0931, 0.1001], [1.5307, -2.3300, -1.2410], [2.0695, -3.4187, -1.9105], [2.9181, -4.2960, -1.2477], [3.2127, -4.0889, 0.0919], [2.6833, -2.9948, 0.7651], [1.7315, 0.8891, 0.1002], [1.5961, 1.0361, -1.2845], [2.0711, 2.1780, -1.9136], [2.6266, 3.2126, -1.1718], [2.6744, 3.1160, 0.2123], [2.2226, 1.9665, 0.8482], [1.7812, -0.9913, 5.7594], [4.2188, -0.3924, 5.7669], [5.3765, 0.0287, 3.6254], [4.1376, -0.0296, 1.4942], [0.8437, -1.6766, -1.7665], [1.8137, -3.5884, -2.9506], [3.3430, -5.1446, -1.7742], [3.8574, -4.7809, 0.6206], [2.9195, -2.8534, 1.8111], [1.0862, 0.2882, -1.8674], [1.9917, 2.2672, -2.9914], [2.9990, 4.1020, -1.6694], [3.0591, 3.9380, 0.8045], [2.2541, 1.9196, 1.9284], [-4.8160, -2.2761, 0.4615], [-4.6410, -0.5627, 0.7925], [-3.3837, 0.0017, 0.7188], [-3.2762, 1.3503, 0.9670], [-1.6697, 2.0456, 0.9768], [-4.3827, 2.1552, 1.2159], [-4.2113, 3.8551, 1.4279], [-5.6455, 1.5617, 1.2805], [-7.0379, 2.5269, 1.5778], [-5.7762, 0.1841, 1.0981], [-7.3170, -0.5679, 1.2467], [-1.5434, 0.2144, -4.3782], [-2.0762, 0.6523, -3.0061], [-3.6070, 0.4652, -2.9840], [-1.7599, 2.1433, -2.7988], [-1.3885, -0.0841, -1.9769], [-2.0062, 0.8044, -5.1759], [-1.7610, -0.8427, -4.5559], [-0.4601, 0.3569, -4.4173], [-4.0962, 0.9828, -3.8181], [-4.0122, 0.8581, -2.0447], [-3.8526, -0.6004, -3.0439], [-2.3131, 2.7232, -3.5418], [-0.6897, 2.3343, -2.9169], [-2.0596, 2.4696, -1.7981]],
  "e_homo_ev": [-8.34, -7.23],
  "de_lowest_kcal_mol": 41.5,
  "charge": 0,
  "energy_ha": -4159.1888,
  "orbital_gap_ev": [6.76, 6.50]
}

{
  "formula": "C4H4Br2",
  "method": "ωB97M-V/def2-TZVPD",
  "species": ["C", "C", "C", "C", "Br", "Br", "H", "H", "H", "H"],
  "xyz": [[0.7274, 0.6609, -0.0940], [-0.6803, 0.7100, 0.0117], [1.3494, -0.4693, 0.0349], [-1.4700, -0.3725, 0.0138], [3.3544, -0.4630, 0.1475], [-3.4041, -0.4840, 0.1675], [1.3374, 1.4429, -0.4482], [-1.0546, 1.6919, -0.0375], [0.9075, -1.4016, 0.1899], [-1.0671, -1.3154, 0.0145]],
  "e_homo_ev": -8.98,
  "de_lowest_kcal_mol": 14.5,
  "charge": 0,
  "energy_ha": -5302.7727,
  "orbital_gap_ev": 8.95,
  "smiles": "Br/C=C/C=C/Br"
}